# 1
9
Properties=species:S:1:pos:R:3:forces:R:3:nbo_charge:R:1 method="wB97M-V/def2-TZVPD" charge=-1 homo_lumo_gap_ev=7.5 homo_ha=-0.12541 relative_energy_kj_mol=86.3
S -1.223107 0.848729 -0.484134 2.4088 2.2468 -1.0103 1.50
F 0.526329 -1.793941 -1.143234 -0.1156 -1.2283 -1.5956 -0.35
O -1.127473 2.241196 0.070292 -0.5331 -0.5019 -0.2114 -1.06
O 0.400150 -1.994758 1.047353 0.2867 0.3501 -0.9893 -0.59
O -1.918969 -0.106724 0.337242 -1.2665 -1.3129 1.4050 -1.03
C 0.701162 0.412695 -0.070028 -3.5941 -4.3028 4.5092 -0.76
C 0.568193 -1.325652 0.074582 0.7586 4.9494 1.8607 0.88
H 0.801546 0.899006 0.966273 0.0041 -0.9449 -1.6224 0.22
H 1.272172 0.819452 -0.798342 2.0511 0.7444 -2.3458 0.19


# 2
15
Properties=species:S:1:pos:R:3:forces:R:3:nbo_charge:R:1 method="wB97M-V/def2-TZVPD" smiles=OCNCCS homo_lumo_gap_ev=10.2 homo_ha=-0.34536 relative_energy_kj_mol=184.9
S 0.623068 3.102514 -0.563572 -0.0326 -1.6220 -0.7864 -0.07
O -1.124620 -2.235472 1.475071 -0.0690 1.8426 -1.3098 -0.72
N -0.107455 -0.992219 -0.377016 3.2231 0.2714 0.7953 -0.65
C -1.237293 -1.779876 0.076452 2.5501 -2.3579 -0.6184 0.08
C 0.072208 0.412668 0.047325 -3.0328 0.7131 0.7212 -0.26
C 1.054063 1.231379 -0.762421 0.1652 0.8205 0.2225 -0.47
H -1.210911 -2.735945 -0.633552 -0.5875 1.9810 1.8484 0.19
H 0.313049 0.733276 1.118279 -0.4660 -1.2166 -0.7399 0.17
H 1.136069 0.819834 -1.762065 -0.4535 0.7138 -0.5722 0.23
H -2.075604 -1.140579 -0.043035 -1.1865 0.1965 -0.2285 0.16
H -0.975977 -1.349598 1.881736 -0.1391 -1.1578 0.3241 0.46
H 2.077667 1.191252 -0.393420 -0.0825 -0.2279 0.3418 0.21
H 0.839226 -1.394781 -0.180140 -1.5090 -0.6493 -0.4247 0.36
H -1.009353 0.724235 -0.134158 1.3733 0.7728 0.2976 0.19
H 1.625864 3.413312 0.250515 0.2470 -0.0803 0.1288 0.12


# 3
26
Properties=species:S:1:pos:R:3:forces:R:3:nbo_charge:R:1 method="wB97M-V/def2-TZVPD" charge=+1 homo_lumo_gap_ev=8.1 homo_ha=-0.49078 relative_energy_kj_mol=528.3
O 2.051137 -1.040877 1.605627 -0.6283 0.3210 -1.4552 -0.17
N 1.323967 -0.845693 0.675397 -1.4840 -1.6636 4.1002 0.28
C -2.197221 0.120381 1.160541 0.9511 1.3419 2.5427 -0.13
C -3.227318 -0.551823 -1.265018 1.0980 -0.5062 -0.0547 -0.23
C 2.906059 0.843001 -0.056607 1.1769 -2.9208 -2.0002 -0.63
C -1.538588 -0.950081 0.424292 -1.5154 1.4253 0.4660 -0.22
C -3.345603 0.819453 0.742012 0.9567 -1.6802 -1.7817 -0.21
C -2.067818 -1.225197 -0.837999 -1.3783 2.0027 1.1150 -0.09
C -3.859620 0.426765 -0.548364 0.9676 0.1669 2.0263 -0.11
C 1.759165 -0.936363 -1.506490 0.3191 -1.1786 -2.7269 -0.65
C 1.650054 0.059825 -0.353086 -0.3459 1.2276 -0.5087 -0.15
C -0.491251 -1.773959 0.941818 1.0167 0.2731 -1.9544 -0.06
H 2.910639 1.457136 0.732115 -0.9691 2.5225 3.0706 0.24
H -1.490327 -1.806087 -1.460991 0.6572 -1.6897 -1.4843 0.21
H -0.198037 -2.688191 0.421962 -0.2598 0.4048 -0.4306 0.23
H 2.064401 -0.423669 -2.479469 -0.6589 -0.6591 1.3297 0.27
H -4.694827 0.852102 -1.055910 -0.6044 0.6339 0.2867 0.24
H -3.777168 1.628553 1.314770 0.0979 -0.1139 0.0348 0.25
H 3.797083 0.236819 0.188251 -0.4979 -0.3012 -0.6577 0.24
H 3.109768 1.412238 -0.918707 0.4397 0.7441 -1.0893 0.24
H -1.710230 0.551669 2.176079 -1.1100 -1.4981 -2.3521 0.24
H -0.355114 -1.961861 1.957572 0.3390 0.5273 1.8277 0.23
H 0.778287 0.812749 -0.434475 0.9058 -1.4873 -0.1452 0.27
H 2.470587 -1.764030 -1.366684 0.9365 0.9702 0.5881 0.25
H 0.953007 -1.698301 -1.695982 -0.4258 1.7462 0.1305 0.24
H -3.646565 -0.697648 -2.227029 0.0156 -0.6088 -0.8772 0.23